1.
C43H42MgN8O3PS2Se | the ωB97M-V functional and the def2-TZVPD basis

Output
LUMO: 2.2 eV
Frontier orbital gap: 7.340 eV
E_HOMO: -5.17 eV
Relative energy (zero: lowest compared OMol25 entry of this formula, charge and spin): 38.6 kJ/mol
Charge: -1

The geometry in XYZ format:
```
101
Properties=species:S:1:pos:R:3:forces:R:3
Mg 0.1272 0.3121 -0.2061 -0.14 0.39 0.51
N 1.7241 -2.4722 2.2308 0.05 0.41 0.08
P 0.2290 -2.4779 1.3187 0.15 -0.94 -0.12
C -0.4634 -3.8432 2.3621 -0.14 0.21 0.03
C -0.0189 -5.1625 2.2798 0.01 -0.01 0.06
C -0.5615 -6.1388 3.0996 0.00 -0.04 -0.03
C -1.5526 -5.8102 4.0164 -0.01 0.03 -0.03
C -1.9809 -4.4967 4.1242 -0.06 -0.05 0.09
C -1.4355 -3.5176 3.3039 -0.02 0.03 -0.06
C 0.6489 -3.5040 -0.1482 -0.05 0.01 -0.05
C -0.4113 -4.2132 -0.7139 0.03 0.02 -0.04
C -0.2328 -4.9622 -1.8631 -0.04 -0.05 0.07
C 1.0059 -4.9856 -2.4872 0.02 0.01 -0.06
C 2.0543 -4.2483 -1.9602 0.03 -0.04 -0.06
C 1.8804 -3.5119 -0.7959 -0.10 -0.02 0.14
C 2.6645 -1.4900 2.0050 0.15 -0.12 -0.18
C 3.6920 -1.2425 2.9272 0.03 0.10 0.08
C 4.6913 -0.3615 2.5774 -0.17 -0.10 -0.03
C 4.6544 0.2382 1.3228 0.04 0.11 -0.10
C 3.5889 -0.0474 0.4928 0.20 0.01 0.04
N 2.6001 -0.8792 0.8217 -0.23 0.00 0.07
H 1.6110 -2.7161 3.2032 0.04 -0.19 -0.02
H 0.7494 -5.4223 1.5630 -0.02 -0.02 -0.01
H -0.2232 -7.1641 3.0125 0.02 0.00 0.01
H -1.9960 -6.5802 4.6354 0.02 0.01 0.03
H -2.7509 -4.2361 4.8393 0.00 0.03 0.00
H -1.7783 -2.4920 3.3844 -0.01 0.01 0.00
H -1.3906 -4.1681 -0.2505 -0.02 -0.05 0.00
H -1.0613 -5.5280 -2.2699 -0.02 0.06 -0.04
H 1.1454 -5.5598 -3.3946 0.01 0.00 0.00
H 3.0136 -4.2413 -2.4628 0.01 0.02 0.02
H 2.6939 -2.9222 -0.4032 0.08 -0.03 0.03
H 3.6892 -1.7447 3.8859 0.01 -0.02 0.00
H 5.5012 -0.1521 3.2646 -0.01 0.00 0.02
H 5.4212 0.9265 0.9977 0.01 0.00 0.00
H 3.5326 0.3909 -0.4933 -0.07 0.08 -0.01
O 2.1272 0.1736 -4.0629 -0.02 0.00 0.07
C 2.7215 1.3784 -4.0814 0.00 0.22 0.11
C 3.4654 1.7201 -5.2139 -0.03 -0.07 -0.04
C 4.1124 2.9364 -5.2891 -0.04 -0.05 0.01
C 4.0212 3.8454 -4.2399 0.02 0.14 0.01
C 3.2880 3.5181 -3.1157 0.00 -0.05 -0.09
C 2.6356 2.2896 -3.0090 -0.05 -0.26 -0.12
C 1.9522 1.9010 -1.7425 0.13 0.28 0.25
O 1.2908 0.7960 -1.7063 0.66 0.05 -0.37
N 2.1432 2.7069 -0.7307 0.30 0.38 -0.21
N 1.7026 2.1967 0.4689 -0.43 -0.68 0.03
C 1.8260 2.9799 1.4562 0.27 0.54 -0.14
S 2.3616 4.6754 1.2839 -0.12 -0.23 0.08
C 1.6843 5.1506 2.9055 0.04 -0.01 -0.26
C 1.9646 4.0394 3.8919 0.06 -0.32 -0.14
S 1.5375 2.4529 3.1011 -0.15 0.11 0.18
H 1.6493 0.1155 -3.1973 -0.03 -0.02 -0.08
H 3.5184 1.0012 -6.0216 0.00 -0.01 0.01
H 4.6944 3.1790 -6.1701 -0.01 0.00 -0.01
H 4.5271 4.8004 -4.3013 -0.02 0.01 0.01
H 3.2086 4.2027 -2.2833 0.02 0.00 0.03
H 0.6123 5.3118 2.7874 -0.01 0.02 0.08
H 2.1629 6.0841 3.2005 -0.02 0.01 0.03
H 1.3408 4.1213 4.7818 0.03 0.01 0.02
H 3.0173 4.0171 4.1737 -0.01 0.07 0.04
C -5.1226 -0.1771 1.2232 0.02 0.03 -0.01
N -4.3680 -0.8857 0.2087 0.00 -0.01 -0.05
C -3.7517 -2.0825 0.7490 0.00 0.00 -0.02
C -3.3588 -0.0112 -0.3941 -0.04 -0.08 -0.08
C -2.5972 -0.6951 -1.5104 -0.01 -0.12 -0.07
C -3.3619 -1.2418 -2.5437 0.01 0.07 0.04
C -2.7543 -1.8975 -3.6013 -0.08 -0.01 -0.01
C -1.3720 -2.0173 -3.6092 0.15 -0.06 -0.09
C -0.6259 -1.4684 -2.5754 -0.14 0.03 -0.04
C -1.1926 -0.7785 -1.4904 -0.24 -0.27 0.05
H -5.8415 -0.8606 1.6797 -0.03 0.03 0.01
H -5.6751 0.6433 0.7595 0.01 0.02 0.01
H -4.4896 0.2476 2.0198 0.02 -0.03 0.00
H -4.5048 -2.6885 1.2572 0.01 0.01 0.01
H -2.9384 -1.8574 1.4590 -0.02 0.04 0.03
H -3.3295 -2.6677 -0.0677 0.05 -0.04 0.02
H -2.6468 0.3380 0.3654 -0.02 0.03 0.03
H -3.8849 0.8675 -0.7898 0.00 0.02 0.07
H -4.4431 -1.1576 -2.4929 -0.01 0.00 -0.05
H -3.3522 -2.3093 -4.4069 0.01 -0.03 0.00
H -0.8725 -2.5446 -4.4160 -0.01 0.02 -0.02
H 0.4523 -1.5989 -2.6134 0.04 -0.03 -0.05
Se -2.2190 1.7486 3.7834 -0.53 0.44 0.64
C -1.2005 0.9343 2.5990 0.53 -0.67 -0.66
N -0.5424 0.3898 1.8044 -0.10 0.69 0.14
N -2.3131 5.0552 2.1407 0.10 -0.18 0.16
C -2.4587 5.3934 0.8370 0.06 0.14 0.06
O -2.8535 6.4953 0.4878 0.00 -0.09 -0.05
C -2.0766 4.3442 -0.1613 0.00 -0.13 -0.10
C -2.5119 4.4754 -1.4752 0.02 -0.04 0.02
C -2.1739 3.5008 -2.3963 -0.06 0.03 0.02
C -1.4301 2.4100 -1.9738 -0.01 0.06 -0.10
N -0.9989 2.2831 -0.7218 0.05 -0.06 0.15
C -1.3001 3.2345 0.1560 -0.14 0.12 0.02
H -2.6267 5.7218 2.8251 -0.04 0.06 -0.07
H -2.2126 4.0943 2.4516 -0.02 0.02 -0.03
H -3.1138 5.3313 -1.7509 0.03 0.04 0.04
H -2.4971 3.5700 -3.4255 0.01 -0.02 -0.01
H -1.1730 1.5999 -2.6464 0.01 0.00 0.00
H -0.8936 3.0921 1.1501 -0.02 0.02 0.04
```
Forces are in eV/Å.

=====

2.
C7H10N5O | the ωB97M-V functional and the def2-TZVPD basis

Output
LUMO: -3.0 eV
Frontier orbital gap: 11.282 eV
E_HOMO: -14.30 eV
Structure (SMILES): Cc1nn(Cc2ncon2)c(C)[nH+]1
Relative energy (zero: lowest compared OMol25 entry of this formula, charge and spin): 208.0 kJ/mol
Charge: +1

The geometry in XYZ format:
```
23
Properties=species:S:1:pos:R:3:forces:R:3
C 4.5153 0.3284 0.0875 -0.70 0.38 -0.11
C 2.7551 -0.0740 -0.9311 0.61 -0.18 0.29
C -1.4023 -1.1964 -0.3626 0.27 0.35 -0.05
C -0.2207 0.6575 -0.4253 -3.77 0.64 3.41
C -2.4473 -2.1804 -0.0594 -0.24 -0.34 0.12
C 0.2288 2.0148 -0.0676 0.16 0.42 0.01
C 1.4749 0.1665 -1.6706 4.38 -1.36 -3.81
N 3.4050 0.9112 -0.2483 0.28 0.36 0.24
N 3.4345 -1.1844 -0.9854 -1.25 -0.44 -0.87
N -0.3496 -1.4286 -1.0969 -0.23 -1.30 -0.37
N 0.3281 -0.2901 -1.0834 -0.83 1.50 0.86
N -1.3635 0.1000 0.0896 0.52 -0.10 -0.45
O 4.5730 -0.9294 -0.3238 0.84 0.15 0.55
H 5.3363 0.7558 0.6255 0.28 -0.07 0.14
H -2.1757 -2.7517 0.8270 0.01 0.01 0.09
H -2.5232 -2.8829 -0.8847 -0.06 0.02 -0.04
H -3.4098 -1.7065 0.1171 -0.03 0.01 -0.05
H 1.2883 2.0239 0.1923 -0.04 0.00 -0.01
H -0.3420 2.3751 0.7867 -0.02 -0.06 -0.03
H 0.0719 2.7176 -0.8869 0.01 -0.01 -0.08
H 1.4119 1.2304 -1.9005 -0.07 -0.30 0.01
H 1.6201 -0.3580 -2.6336 -0.20 0.27 0.25
H -2.0373 0.5361 0.7041 0.09 0.05 -0.11
```
Forces are in eV/Å.

=====

3.
C18H36F13HfO18P2 | the ωB97M-V functional and the def2-TZVPD basis

Output
LUMO: -10.7 eV
Frontier orbital gap: 2.568 eV
E_HOMO: -13.24 eV
Charge: +1

The geometry in XYZ format:
```
88
Properties=species:S:1:pos:R:3:forces:R:3
Hf -27.4206 26.5873 10.5630 1.76 0.57 1.46
P -28.3796 29.3890 14.7840 0.96 0.43 0.89
F -28.3089 28.7242 13.3011 -0.23 -0.63 -2.17
F -28.9930 30.7747 14.1330 -0.25 -1.29 0.47
F -29.8864 28.7501 15.0024 1.13 0.90 -0.17
F -28.2224 29.9928 16.2231 -1.55 0.02 0.96
F -27.7390 27.9538 15.3007 -0.18 0.56 -0.09
F -26.8991 30.0314 14.5400 0.27 -0.74 -0.97
P -29.9713 22.4573 8.5966 -3.64 -1.61 -0.44
F -31.2747 23.3563 8.2314 -0.19 0.84 0.85
F -29.2523 23.8257 9.0253 2.31 2.10 -0.38
F -30.2939 22.4056 10.2090 -0.67 -0.24 0.19
F -28.7106 21.5410 8.8651 0.50 0.13 -0.22
F -30.9970 21.2016 8.4020 1.26 -0.29 0.03
F -29.6317 22.5486 7.0278 0.94 -0.04 0.45
F -24.8108 27.1559 11.9398 -3.52 -0.85 -1.96
C -25.7451 20.1966 13.2002 -0.76 -1.12 1.38
O -26.0873 21.3964 12.5039 0.00 1.08 0.12
C -26.1154 22.5603 13.1380 0.00 0.59 0.92
O -26.6441 23.5758 12.6404 1.01 -1.07 0.68
O -25.5422 22.5254 14.3957 -0.97 0.99 -2.18
C -25.3954 23.7902 15.1448 0.45 -0.73 -0.19
H -26.6229 19.5535 13.2618 -0.33 0.18 -0.62
H -25.5800 20.3804 14.2618 0.73 0.16 -0.34
H -24.9798 19.5835 12.7241 0.23 0.77 -0.15
H -26.2527 23.8834 15.8115 0.18 0.19 -0.15
H -25.2202 24.6616 14.5140 -0.46 -0.23 -0.20
H -24.4640 23.6193 15.6846 -0.29 0.03 0.28
C -34.0283 24.6788 12.1685 -0.69 -0.03 0.86
O -32.7171 25.2631 11.9921 1.70 0.26 -0.19
C -31.6682 25.1219 12.8471 -0.77 -0.29 -2.33
O -30.5035 25.4899 12.5205 -1.95 -0.50 1.05
O -32.0436 24.5038 13.9315 -0.17 0.29 -0.24
C -31.1096 24.3175 15.0040 -0.09 0.31 0.06
H -34.0291 23.6674 12.5748 0.46 0.19 0.19
H -34.6127 24.6149 11.2507 0.98 0.28 -0.54
H -34.6257 25.3442 12.7918 0.24 -0.10 0.38
H -31.6984 24.2599 15.9194 0.01 0.04 -0.18
H -30.5173 25.2325 14.9945 0.63 -0.54 0.42
H -30.6242 23.3579 14.8261 0.47 0.38 0.12
C -27.7787 33.3985 9.6220 -0.82 1.05 0.01
O -27.7793 32.0100 9.8367 0.23 -1.19 -0.14
C -26.6915 31.3493 10.1218 1.66 0.44 1.14
O -26.6280 30.1410 9.9333 0.43 0.05 0.46
O -25.6601 32.1440 10.6573 -3.89 -0.67 -1.59
C -24.4812 31.5348 11.0385 1.87 -0.93 0.40
H -28.7564 33.5902 9.1800 0.11 0.04 -0.11
H -27.0090 33.6839 8.9049 0.11 0.15 0.40
H -27.7824 33.9223 10.5779 0.57 0.13 -0.16
H -23.7762 32.3291 11.2838 -0.12 0.05 -0.23
H -24.0822 30.9290 10.2249 0.10 -0.01 0.03
H -24.5519 30.9178 11.9344 -0.47 -0.09 -0.03
C -24.0674 21.9385 6.0227 0.26 -1.30 -0.67
O -24.9000 22.7162 6.8696 -0.93 1.55 1.39
C -24.5635 23.1465 8.0978 0.63 0.51 -0.07
O -25.1802 24.0010 8.7695 0.96 -1.69 -1.38
O -23.4076 22.5542 8.4671 -0.86 0.55 -0.29
C -22.6204 23.0190 9.5562 0.74 -0.27 0.71
H -23.0094 22.1997 5.9999 -0.20 0.21 0.43
H -24.4446 21.9792 5.0008 -0.27 0.78 0.17
H -24.2003 20.8770 6.2317 0.29 0.02 0.60
H -21.6922 23.4757 9.2128 -0.34 0.44 -0.49
H -22.2359 22.1324 10.0604 -0.51 -0.08 0.23
H -23.1358 23.6815 10.2516 -0.18 -0.15 -0.25
C -28.3198 29.7955 5.6218 -0.54 0.01 0.72
O -28.4177 28.5180 5.0465 0.32 -3.30 0.84
C -28.2518 27.3291 5.7518 0.82 0.42 -0.14
O -27.9140 27.1732 6.9558 -0.95 0.91 -2.62
O -28.3772 26.3019 4.9010 0.92 0.27 2.63
C -28.9256 26.3999 3.6085 -0.73 0.74 -0.71
H -29.1466 29.8850 6.3265 0.01 0.44 0.05
H -28.4663 30.4344 4.7509 0.27 0.35 0.46
H -27.3830 29.9322 6.1620 0.08 0.14 -0.28
H -28.3733 27.0753 2.9552 0.15 0.01 0.19
H -29.9342 26.7915 3.7408 -0.11 -0.19 -0.45
H -28.9250 25.4030 3.1679 -0.05 0.09 0.35
C -33.4201 27.9226 7.5793 -1.59 1.23 -0.69
O -32.1028 27.9032 8.0247 3.77 -0.22 3.17
C -31.6306 28.4360 9.2434 -3.48 0.60 -1.34
O -30.5633 28.2927 9.7814 1.05 -0.88 -0.55
O -32.5891 29.2316 9.7480 -0.27 -0.28 -0.06
C -32.4012 29.9289 10.9904 1.67 0.33 0.97
H -33.3663 27.5489 6.5568 -0.04 0.07 0.12
H -33.7857 28.9495 7.5837 -0.02 0.08 -0.27
H -34.1949 27.3640 8.1043 0.66 -0.46 0.55
H -32.0124 29.3102 11.7992 -0.37 -0.65 -0.20
H -33.2719 30.4627 11.3711 -0.35 -0.47 -0.83
H -31.5914 30.6546 10.9156 -0.09 0.22 -0.54
```
Forces are in eV/Å.

=====

Summary of E_tot in hartree
-6067.061526 -621.476461 -4090.287179
(order as listed above)